Entry from OMol25: the molecule C6H7F (ωB97M-V/def2-TZVPD).

Atoms and positions in Å:
1 C 1.585 0.895 2.976
2 C 0.869 0.929 1.688
3 C 0.136 0.771 0.746
4 C -0.717 0.660 -0.698
5 F -1.582 1.678 -0.831
6 C -0.527 -0.469 -1.402
7 C -1.273 -0.772 -2.703
8 H 1.778 -0.218 3.348
9 H 2.567 1.389 2.993
10 H 1.088 1.477 3.909
11 H 0.361 -1.220 -1.171
12 H -1.317 -1.826 -2.899
13 H -2.370 -0.268 -2.633
14 H -0.649 -0.344 -3.566

Force components x, y, z for each atom (eV/Å):
0.073 -0.565 2.898
-0.167 -0.300 1.058
-1.891 0.353 -4.049
3.051 -1.084 4.698
0.356 -1.048 -0.503
0.726 -0.377 -0.820
-0.866 2.519 -0.011
-0.558 2.325 -0.892
-0.160 -0.274 -0.620
0.442 -1.463 -2.423
-2.114 2.047 0.065
-0.360 -0.500 0.139
2.653 -1.310 -0.578
-1.185 -0.324 1.038

The SMILES is CC#C/C(F)=C/C. For the highest occupied orbital energy, the calculation gives -9.13 eV. The HOMO-LUMO gap comes out at 10.0394 eV. Its relative energy (zero: lowest compared OMol25 entry of this formula, charge and spin) is 69.66 kcal per mole.